[1]
This record from the Open Molecules 2025 dataset describes the molecule C4H11NS at a distorted geometry. The level of theory is ωB97M-V with the def2-TZVPD basis set.

Values from the calculation:
HOMO-LUMO gap = 9.75 eV
relative energy (zero: lowest compared OMol25 entry of this formula, charge and spin) = 167.8 kJ/mol
charge = 0
structure (SMILES) = C[C@@H](N)[C@@H](C)S

```
17
Properties=species:S:1:pos:R:3:forces:R:3:nbo_charge:R:1
C 1.034283 0.662170 -1.464301 0.24 -0.92 -2.46 -0.68
C 0.238101 -0.523675 -0.903276 0.73 0.83 2.57 -0.07
C -0.321261 -0.251024 0.487910 2.50 -3.57 0.68 -0.41
C 0.797014 -0.086595 1.560845 -3.23 -0.22 0.59 -0.61
H 1.427884 0.188446 -2.425195 0.31 0.75 1.09 0.21
H 0.252558 1.357770 -1.990649 1.75 -0.31 1.85 0.24
H 1.945180 1.004253 -0.818503 -2.03 -0.09 -1.30 0.23
H -0.645641 -0.619745 -1.437564 -1.49 -0.28 -1.72 0.19
H 1.728662 -1.798807 -0.116707 -2.50 -0.35 -2.87 0.35
H 1.073290 -2.023991 -1.803207 0.80 -0.62 0.93 0.36
H -0.903570 -1.167385 0.687088 0.14 0.22 0.16 0.24
H 0.242859 -0.095443 2.564792 1.25 0.29 -1.29 0.23
H 1.080806 0.879079 1.232760 1.41 1.09 0.79 0.20
H 1.546050 -0.841839 1.529668 0.69 -0.36 0.04 0.20
H -0.762924 2.045795 0.624118 1.03 0.97 -0.07 0.09
N 0.836134 -1.849967 -0.815838 2.54 0.67 0.77 -0.83
S -1.457933 0.951024 0.598574 -4.14 1.90 0.24 0.05
```
Forces are in eV/Å.

***

[2]
This record from the Open Molecules 2025 dataset describes a structure of composition C25H30N3O3RuSi at a distorted geometry. The level of theory is ωB97M-V with the def2-TZVPD basis set.

Values from the calculation:
HOMO-LUMO gap (alpha / beta) = 4.44 / 4.44 eV
relative energy (zero: lowest compared OMol25 entry of this formula, charge and spin) = 0.0 kJ/mol
charge = +3

```
63
Properties=species:S:1:pos:R:3:forces:R:3:nbo_charge:R:1
Ru 0.330440 -0.565958 -0.146462 -0.02 -0.71 -1.50 0.88
O 2.672349 3.688750 5.881694 -0.09 -0.18 -0.16 -0.63
C 2.146932 2.465375 6.064688 0.16 0.30 0.07 0.76
O 2.138635 1.958779 7.141803 -0.03 -0.10 0.01 -0.49
C 1.564723 1.738330 4.868139 -0.07 -0.10 0.00 -0.11
C 0.996325 0.495937 5.144710 0.01 0.02 0.07 -0.11
C 0.424236 -0.266261 4.147539 0.11 0.01 -0.06 -0.22
C 0.410445 0.221632 2.840355 -0.07 -0.50 -0.06 0.07
C 1.004757 1.432502 2.545442 -0.06 0.08 -0.01 -0.17
C 1.568920 2.195632 3.558522 0.05 0.02 -0.03 -0.18
N -0.216427 -0.549274 1.777376 0.09 0.57 0.80 -0.32
C -1.182538 -1.347596 2.074432 -0.21 0.06 -0.03 0.17
C -1.822746 -2.112849 1.016084 0.16 0.25 -0.06 0.10
C -2.792389 -3.076058 1.204296 -0.07 0.04 0.00 -0.15
C -3.313862 -3.709283 0.079768 -0.01 -0.01 -0.02 -0.10
C -2.858389 -3.341689 -1.176424 -0.07 -0.03 0.01 -0.19
C -1.878675 -2.364794 -1.285074 -0.06 0.11 0.21 0.07
N -1.369576 -1.763728 -0.207742 0.02 -0.31 -0.08 -0.43
H 2.601438 3.995823 4.970927 -0.01 0.04 0.10 0.48
H 1.027879 0.138961 6.165864 -0.01 0.00 0.00 0.28
H 0.039372 -1.243145 4.404735 -0.03 -0.03 -0.04 0.23
H 0.998266 1.790953 1.531770 -0.06 0.03 0.05 0.18
H 2.010521 3.148261 3.293402 -0.01 0.01 -0.01 0.21
H -1.553431 -1.411187 3.089209 0.01 0.01 0.07 0.25
H -3.136279 -3.320953 2.200684 0.01 -0.02 -0.01 0.27
H -4.070243 -4.475605 0.186355 0.00 0.01 0.00 0.27
H -3.255375 -3.800591 -2.071459 0.01 -0.01 0.01 0.27
H -1.509077 -2.047604 -2.252767 0.05 -0.05 0.00 0.22
C -1.854666 2.533472 -2.256490 0.00 -0.02 -0.05 -0.73
C -0.968703 1.368866 -2.020053 -0.09 -0.23 0.17 0.68
C -0.357504 0.653733 -3.173922 -0.02 0.08 -0.01 -0.73
O -0.776045 0.993316 -0.850686 -0.16 0.50 0.31 -0.57
H -1.670658 2.995902 -3.224009 0.00 0.02 0.01 0.27
H -1.777539 3.255635 -1.445345 -0.01 -0.01 0.00 0.27
H -2.886932 2.162906 -2.257785 0.01 0.01 -0.02 0.30
H -1.133359 0.371059 -3.890319 0.01 -0.02 0.01 0.30
H 0.205920 -0.234644 -2.873070 0.03 -0.04 0.01 0.20
H 0.305150 1.339102 -3.710030 0.02 -0.02 -0.01 0.29
C 4.443167 -1.348788 0.702227 0.13 0.21 0.12 -1.15
Si 3.136022 -1.303660 -0.585546 0.00 -0.29 0.15 1.75
C 1.773186 -2.511022 -0.116576 -0.02 0.05 -0.13 -1.16
C 3.636882 -1.563748 -2.333727 0.07 0.17 -0.20 -1.15
N 2.115097 0.264231 -0.421715 0.59 1.20 0.35 -0.60
C 2.598446 1.488846 -0.638374 -0.13 -0.84 -0.04 0.21
C 1.790599 2.681405 -0.509043 -0.05 0.01 0.02 -0.12
C 2.326274 3.910682 -0.748289 0.05 0.01 -0.02 -0.22
C 3.681779 4.022982 -1.124033 -0.05 -0.09 0.01 0.06
C 4.509141 2.893160 -1.251893 0.00 0.07 0.01 -0.22
C 3.985424 1.657137 -1.019650 0.05 0.01 -0.03 -0.09
H 4.884839 -2.350186 0.694240 -0.03 0.00 0.01 0.29
H 4.030111 -1.169674 1.697587 0.02 -0.03 0.01 0.27
H 5.259492 -0.642608 0.544765 0.00 -0.02 0.00 0.27
H 2.279164 -3.384295 0.308974 -0.06 0.03 0.15 0.34
H 1.154854 -2.895256 -0.928496 0.06 -0.13 0.01 0.27
H 1.158786 -2.206704 0.771983 -0.10 -0.08 -0.11 0.26
H 4.003531 -2.590635 -2.428546 -0.04 -0.01 0.00 0.30
H 4.447067 -0.910706 -2.662659 -0.01 -0.03 0.00 0.27
H 2.806589 -1.444164 -3.033391 0.01 -0.04 -0.01 0.26
H 0.756926 2.586091 -0.216611 -0.05 -0.01 -0.03 0.25
H 1.726814 4.805447 -0.646050 0.00 -0.01 -0.02 0.27
H 4.095600 5.006079 -1.318429 0.01 0.01 0.01 0.27
H 5.546899 3.014296 -1.531806 0.00 -0.01 0.00 0.28
H 4.617516 0.784582 -1.112096 0.00 0.03 -0.02 0.24
```
Forces are in eV/Å.

***

[3]
This record from the Open Molecules 2025 dataset describes a structure of composition C33H38N5NaO at a distorted geometry. The level of theory is ωB97M-V with the def2-TZVPD basis set.

Values from the calculation:
HOMO-LUMO gap (alpha / beta) = 5.65 / 5.65 eV
relative energy (zero: lowest compared OMol25 entry of this formula, charge and spin) = 0.0 kJ/mol
charge = 0

```
78
Properties=species:S:1:pos:R:3:forces:R:3:lowdin_charge:R:1
Na -0.553795 1.279114 -0.189257 0.55 -0.56 0.47 0.33
C -0.101215 -4.568597 -1.674963 0.07 0.54 0.72 -0.11
C 0.291652 -4.674910 -0.320475 0.05 -0.45 -0.64 -0.11
C 0.239949 -3.619290 0.565534 -0.61 1.04 -0.70 -0.05
C -0.246221 -2.346179 0.120247 0.26 -0.88 -0.22 -0.30
C -0.477177 -2.205214 -1.279597 0.07 -0.21 0.68 -0.05
C -0.452480 -3.295723 -2.148895 0.06 -0.24 0.77 -0.10
N -0.374971 -1.243199 0.917708 0.38 1.26 -0.50 0.09
C -0.490533 -1.200001 2.230607 -0.22 -0.39 0.29 -0.23
C -0.986407 -2.292195 3.044377 0.50 0.52 0.89 -0.03
C -1.092343 -2.165023 4.415200 -0.30 -0.32 -0.93 -0.09
C -0.686845 -1.002679 5.114951 0.22 0.55 0.24 -0.11
C -0.161049 0.050819 4.404739 -0.43 -1.08 -0.43 -0.03
C -0.147128 0.007700 2.970914 -0.51 0.34 0.63 -0.21
N 0.029433 1.172655 2.291642 0.96 -0.34 -0.27 0.05
N 0.629872 2.134170 2.892465 -0.15 -1.49 0.90 0.04
C 0.828755 3.219046 2.106009 0.07 1.49 -1.49 -0.33
C 1.850863 4.163734 2.471875 -1.00 -0.46 -0.94 -0.01
C 2.101279 5.180410 1.559588 -0.22 0.46 -0.47 -0.08
C 1.269840 5.365115 0.414064 0.19 -0.53 0.62 -0.07
C 0.256594 4.426506 0.218245 0.55 0.11 -0.16 -0.15
N 0.079789 3.333055 0.970869 0.50 1.13 0.55 0.08
H -0.122862 -5.447665 -2.315380 0.10 0.24 0.10 0.09
H 0.672346 -5.623204 0.052269 -0.14 0.01 -0.12 0.10
H 0.549127 -3.717276 1.594160 0.11 -0.19 0.01 0.10
H -0.664132 -1.194881 -1.632663 -0.20 -0.18 -0.12 0.08
H -0.741822 -3.154645 -3.178931 0.09 0.02 -0.19 0.09
H -1.232308 -3.220391 2.553563 -0.31 0.02 0.05 0.09
H -1.547064 -2.984263 4.970588 0.17 0.10 -0.04 0.10
H -0.857970 -0.951661 6.197635 0.31 0.02 -0.49 0.10
H 0.213449 0.959898 4.841460 -0.21 0.13 0.28 0.09
H 2.405378 4.040841 3.407979 -0.22 -0.04 -0.51 0.11
H 2.944856 5.863816 1.722804 -0.44 -0.23 0.01 0.10
H 1.402224 6.172388 -0.321401 0.05 -0.39 0.62 0.10
H -0.419271 4.541877 -0.639026 0.24 -0.10 0.28 0.09
C -4.235037 -2.083882 -0.137255 -0.09 -0.07 -0.04 -0.06
C -4.570625 -0.584702 -0.083025 -0.33 -0.57 1.04 -0.38
C -6.060609 -0.396511 -0.384383 -0.12 0.16 -0.13 -0.07
C -3.725503 0.266598 -0.980607 0.19 0.05 0.38 -0.21
C -3.342036 -0.197433 -2.221644 0.30 -0.13 -0.52 -0.02
C -2.576365 0.592974 -3.075744 0.08 -1.05 0.14 -0.03
C -2.083319 1.811599 -2.661520 -0.10 0.39 -0.17 -0.29
C -1.040963 2.498795 -3.478976 0.34 -0.20 -0.19 -0.04
C -2.575848 2.339681 -1.470019 0.07 0.05 0.46 -0.07
C -3.332971 1.554101 -0.612793 -0.70 0.13 0.14 -0.03
H -4.904432 -2.650113 0.515177 0.01 0.15 0.07 0.08
H -3.213599 -2.317881 0.161381 0.10 0.19 -0.03 0.07
H -4.390338 -2.492158 -1.136896 0.01 0.00 -0.04 0.07
H -4.434979 -0.271795 0.971468 0.18 0.06 -0.46 0.14
H -6.290113 -0.746327 -1.396027 -0.01 0.02 0.06 0.08
H -6.352785 0.658526 -0.319995 0.03 -0.17 0.00 0.08
H -6.664975 -0.972996 0.324403 0.06 0.11 -0.11 0.08
H -3.545351 -1.232764 -2.488389 -0.19 0.34 -0.17 0.11
H -2.291855 0.184153 -4.044742 0.11 0.11 0.19 0.12
H -0.028498 2.091785 -3.316834 -0.40 -0.04 0.12 0.08
H -0.992370 3.542980 -3.245988 0.01 0.72 0.06 0.07
H -1.265936 2.378120 -4.530229 0.01 0.09 -0.34 0.08
H -2.370948 3.361745 -1.159711 0.30 -0.12 -0.13 0.11
H -3.668038 1.963394 0.346846 0.12 -0.13 -0.32 0.13
O 1.574111 1.120593 -1.414056 0.92 -0.40 0.48 0.00
C 2.721897 0.731107 -1.129895 -0.07 0.07 -0.55 -0.42
C 3.170979 0.360515 0.279843 0.19 0.38 0.51 -0.09
C 3.623553 -1.099927 0.477302 -0.27 -0.19 0.19 -0.18
C 5.034600 -1.454563 0.022002 0.19 0.39 0.14 -0.21
C 5.341837 -1.116634 -1.443144 0.91 -0.62 -0.08 -0.19
C 5.067561 0.305275 -1.893020 -0.08 0.08 0.29 -0.20
N 3.664849 0.582488 -2.112261 -1.33 0.61 0.28 0.07
H 2.318333 0.538979 0.936482 -0.09 0.01 -0.14 0.09
H 3.978166 1.043587 0.661329 -0.56 -0.39 -0.60 0.14
H 2.907384 -1.780098 -0.007373 0.02 0.21 0.06 0.12
H 3.554445 -1.314029 1.557714 -0.04 0.08 -0.37 0.12
H 5.183540 -2.519878 0.226618 0.00 0.02 -0.35 0.11
H 5.782941 -0.972775 0.671926 -0.25 0.22 -0.15 0.11
H 4.819497 -1.814625 -2.097900 -0.08 0.00 -0.11 0.12
H 6.425275 -1.270211 -1.609751 -0.38 -0.15 0.06 0.11
H 5.523797 0.527676 -2.854777 0.36 -0.20 0.07 0.12
H 5.511879 0.983318 -1.147217 -0.22 0.10 -0.25 0.13
H 3.343001 0.847171 -3.047203 0.25 -0.18 0.64 0.15
```
Forces are in eV/Å.

***

[4]
This record from the Open Molecules 2025 dataset describes the molecule C20H20N2O6S2 at a distorted geometry. The level of theory is ωB97M-V with the def2-TZVPD basis set.

Values from the calculation:
HOMO-LUMO gap = 7.75 eV
relative energy (zero: lowest compared OMol25 entry of this formula, charge and spin) = 4.8 kJ/mol
charge = 0
structure (SMILES) = COc1cc(C(=O)NCCN2C(=O)S/C(=C\c3cccs3)C2=O)cc(OC)c1OC

```
50
Properties=species:S:1:pos:R:3:forces:R:3:nbo_charge:R:1
C 3.106787 1.371852 -2.588441 -0.06 0.20 -0.15 -0.25
H 2.048949 1.352577 -2.863266 0.02 0.01 0.03 0.19
O 3.463959 0.254419 -1.807248 -0.03 -0.41 0.29 -0.52
C 2.751658 -0.001752 -0.672934 0.03 -0.02 0.12 0.35
C 1.761761 0.838431 -0.191347 0.12 0.07 -0.12 -0.34
C 1.024235 0.468770 0.930450 0.24 -0.53 -0.10 -0.12
C 1.284724 -0.732133 1.558787 0.00 0.14 -0.06 -0.22
C 2.316178 -1.568166 1.124491 -0.06 0.22 -0.09 0.28
C 3.070574 -1.199370 0.003049 0.26 -0.12 -0.08 0.16
O 4.059847 -2.034992 -0.476827 -0.67 0.22 -0.04 -0.52
C 5.359908 -1.486303 -0.572626 0.35 0.11 0.00 -0.25
H 5.418760 -0.709186 -1.336192 0.01 -0.10 0.09 0.20
H 6.006822 -2.318175 -0.847242 0.04 0.06 0.04 0.19
H 5.683971 -1.073732 0.389719 -0.03 -0.04 -0.03 0.17
O 2.452803 -2.692181 1.871747 -0.14 0.27 -0.05 -0.49
C 3.447698 -3.654849 1.599607 0.23 -0.40 -0.04 -0.24
H 3.367155 -4.045164 0.583992 0.03 0.01 0.13 0.19
H 3.266587 -4.454847 2.317852 0.04 0.05 -0.05 0.19
H 4.452402 -3.253419 1.755245 -0.05 -0.02 -0.03 0.17
H 0.699389 -1.037154 2.410636 -0.08 -0.06 0.10 0.24
C -0.102792 1.305712 1.424726 0.22 0.16 0.14 0.67
O -1.139705 0.830766 1.850303 -0.13 -0.17 0.16 -0.63
N 0.118492 2.647765 1.384590 0.15 0.20 -0.07 -0.62
H 0.949523 2.987761 0.928022 0.00 -0.13 0.07 0.40
C -0.939796 3.588648 1.657274 -0.34 0.03 -0.11 -0.24
H -0.523811 4.500205 2.089516 -0.05 -0.05 0.02 0.21
H -1.614993 3.113414 2.374317 0.10 0.18 -0.03 0.24
C -1.731993 3.924914 0.381750 0.11 0.17 0.30 -0.23
N -2.214636 2.694292 -0.210768 -0.02 0.53 0.23 -0.49
C -1.467496 2.032411 -1.136990 -0.32 -0.42 -0.29 0.56
O -0.483570 2.450769 -1.688775 0.21 0.11 -0.17 -0.61
S -2.183751 0.434146 -1.445357 0.07 -0.15 -0.11 0.29
C -3.433309 0.697504 -0.248322 -0.48 -0.89 -0.03 -0.29
C -4.396255 -0.156326 0.164336 0.60 1.22 0.05 -0.13
C -4.644629 -1.481828 -0.271959 -0.32 -0.98 -0.22 -0.26
C -3.988596 -2.262126 -1.200462 -0.12 0.49 0.34 -0.21
C -4.551468 -3.537631 -1.341747 -0.25 -0.31 0.06 -0.26
C -5.630822 -3.732350 -0.529947 -0.04 0.24 0.15 -0.40
S -5.980662 -2.360039 0.427288 0.54 0.02 -0.44 0.47
H -6.240763 -4.609705 -0.441439 -0.09 -0.20 -0.01 0.24
H -4.175225 -4.285302 -2.016544 0.04 -0.14 -0.10 0.23
H -3.131310 -1.923872 -1.752257 0.14 -0.01 -0.11 0.23
H -5.053294 0.234970 0.932628 0.03 0.13 0.04 0.25
C -3.306093 2.031606 0.340194 -0.21 0.20 0.10 0.69
O -4.037334 2.533161 1.157889 0.06 0.05 0.10 -0.57
H -2.596474 4.543211 0.630210 0.10 0.00 -0.07 0.24
H -1.100642 4.424814 -0.356416 -0.13 -0.03 0.08 0.22
H 1.508859 1.734334 -0.733047 -0.02 0.06 -0.07 0.24
H 3.331099 2.310276 -2.070765 -0.04 -0.03 -0.01 0.17
H 3.717281 1.303890 -3.487718 -0.05 0.05 0.05 0.20
```
Forces are in eV/Å.